[1]
17
Properties=species:S:1:pos:R:3 method="wB97M-V/def2-TZVPD" homo_lumo_gap_ev=9.57 total_energy_ev=-23661.6473 charge=0 de_lowest_kj_mol=0.0 lumo_ev=0.845
C 0.04 -0.19 2.55
C 0.93 -1.16 2.19
C 0.08 -0.22 0.42
C -0.13 0.12 -1.00
N -0.47 0.40 1.44
N 0.94 -1.18 0.83
N -1.02 1.23 -1.27
O 2.32 -0.62 -1.70
O 1.00 0.84 -3.24
S 1.57 0.63 -1.71
H -0.26 0.13 3.52
H 1.53 -1.83 2.78
H -0.40 -0.75 -1.60
H 1.55 -1.71 0.22
H -0.93 1.91 -0.52
H -1.99 0.92 -1.26
H 0.20 1.39 -3.21

***

[2]
21
Properties=species:S:1:pos:R:3 method="wB97M-V/def2-TZVPD" homo_lumo_gap_ev=9.04 total_energy_ev=-40393.1121 charge=0 smiles="C=NCC/C=C(/S)SCS" lumo_ev=0.401
C -3.94 0.67 -0.16
N -2.95 0.46 -0.86
C -1.95 -0.50 -0.37
C -0.47 -0.02 -0.31
C 0.47 -1.10 0.14
C 1.53 -0.85 0.95
S 2.48 -2.28 1.56
S 1.99 0.74 1.39
C 2.38 1.58 -0.22
S 3.31 0.66 -1.48
H -4.58 1.53 -0.49
H -3.94 0.06 0.80
H -1.95 -1.30 -1.18
H -2.08 -0.98 0.63
H -0.08 0.61 -1.19
H -0.40 0.93 0.41
H 0.15 -2.18 0.03
H 3.37 -1.77 2.38
H 1.32 1.53 -0.57
H 2.76 2.67 -0.01
H 2.58 -0.47 -1.44

***

[3]
19
Properties=species:S:1:pos:R:3 method="wB97M-V/def2-TZVPD" homo_lumo_gap_ev="6.25 / 6.25" total_energy_ev=-26343.1011 charge=0 de_lowest_kj_mol=209.1 lumo_ev="-1.032 / -1.030"
C -0.21 -1.98 -0.54
C -1.41 -0.32 1.10
C 0.94 2.64 -0.09
C -0.09 -0.90 0.56
C 0.66 0.35 -0.06
O 0.70 1.46 0.64
S 4.95 1.14 0.00
I 3.30 -0.47 -0.26
H -1.16 -1.60 -1.10
H 0.64 -1.93 -1.34
H -0.42 -2.96 -0.18
H -1.89 -1.10 1.61
H -2.13 -0.01 0.30
H -1.14 0.50 1.64
H 1.06 3.55 0.63
H -0.11 2.73 -0.47
H 1.78 2.59 -0.87
H 0.61 -1.38 1.32
H 0.52 0.60 -1.09